Entry 1:
83
Properties=species:S:1:pos:R:3:forces:R:3 method="wB97M-V/def2-TZVPD" e_homo_ev=-6.18 lumo_ha=-0.052 e_above_lowest_ev=3.861 multiplicity=1 homo_lumo_gap_ev=4.766
Ti 0.107 0.063 -0.027 0.4 -0.9 0.8
C -2.321 0.665 -1.085 -0.4 -0.7 0.5
C -1.877 1.766 -0.309 0.4 -0.1 0.0
C -0.648 2.228 -0.932 -0.3 -0.2 -0.1
Si -2.853 2.374 1.200 0.9 -0.6 -0.2
C -0.373 1.394 -2.052 -0.3 0.0 0.1
C -1.423 0.395 -2.149 0.4 0.1 0.2
Si -1.725 -1.034 -3.361 0.7 0.2 0.9
H -3.255 0.069 -0.871 1.2 0.7 -0.3
H -0.095 3.137 -0.649 -0.2 -0.6 -0.1
H 0.436 1.540 -2.785 -0.4 -0.1 0.6
Cl 5.530 -0.013 1.362 -0.4 0.0 -0.1
C -3.506 -1.555 -3.248 -0.4 -0.1 0.0
C -1.280 -0.553 -5.094 0.0 0.1 -0.6
C -4.581 1.690 1.112 -0.3 -0.1 0.0
C -2.871 4.224 1.297 -0.2 0.6 0.1
H -2.127 0.007 -5.531 0.4 -0.2 0.1
H -1.128 -1.461 -5.705 0.0 0.4 0.1
H -0.378 0.076 -5.174 -0.4 -0.3 0.0
H -3.757 -1.947 -2.248 0.1 0.1 -0.4
H -3.692 -2.349 -3.992 0.0 0.2 0.3
H -4.178 -0.708 -3.470 0.2 -0.3 0.1
H -3.637 4.608 0.598 0.3 -0.1 0.3
H -1.909 4.700 1.041 -0.4 -0.2 0.1
H -3.158 4.541 2.315 0.1 0.0 -0.4
H -5.080 2.001 0.179 0.1 -0.1 0.3
H -5.163 2.081 1.964 0.1 -0.2 -0.3
H -4.587 0.587 1.162 0.0 0.4 0.0
C -0.635 -2.449 -2.683 -0.6 -0.3 0.0
C -1.959 1.567 2.682 -0.6 -0.2 0.1
P 0.852 -1.798 -1.834 0.7 -0.4 -1.2
H -0.445 -3.206 -3.479 0.1 0.4 0.6
H -1.247 -2.953 -1.902 0.2 0.2 -0.4
P -0.179 1.338 2.326 0.3 1.1 0.8
H -2.396 0.550 2.783 0.2 0.4 0.0
H -2.194 2.114 3.622 0.4 -0.4 -0.5
C 0.543 0.613 3.891 -0.9 -1.8 0.3
C 0.450 3.114 2.421 0.1 -0.2 -0.2
C 1.864 -1.185 -3.315 0.0 0.1 0.3
C 1.816 -3.310 -1.276 -0.4 -0.5 0.2
C 1.611 -3.559 0.205 1.0 0.1 0.0
H 2.867 -3.048 -1.424 0.0 0.0 -0.1
C 1.482 -4.623 -1.993 0.1 -0.1 -0.4
H 0.459 -4.969 -1.748 0.5 0.2 -0.1
H 2.193 -5.403 -1.653 -0.4 0.4 -0.1
H 1.582 -4.529 -3.079 -0.1 -0.2 0.1
H 1.882 -2.634 0.709 0.1 -0.4 -0.2
H 2.321 -4.271 0.650 -0.2 -0.3 -0.5
H 0.583 -3.865 0.460 0.6 0.1 -0.4
H 1.194 -0.433 -3.769 0.2 -0.2 0.1
C 2.204 -2.238 -4.394 -0.1 0.1 0.1
C 3.145 -0.468 -2.839 -0.1 -0.1 -0.1
H 1.314 -2.796 -4.736 0.4 0.2 0.1
H 2.976 -2.947 -4.039 -0.4 0.3 -0.1
H 2.620 -1.707 -5.271 -0.2 -0.3 0.4
H 2.894 0.458 -2.303 0.2 -0.3 -0.1
H 3.755 -0.209 -3.725 -0.2 -0.1 0.5
H 3.753 -1.111 -2.171 -0.2 0.4 -0.4
H -0.132 3.614 1.627 0.2 -0.1 0.2
C 1.944 3.182 2.041 -0.1 0.1 0.1
C 0.194 3.860 3.748 -0.1 0.0 -0.1
H -0.862 3.804 4.067 0.5 0.0 -0.1
H 0.437 4.929 3.594 -0.1 -0.5 0.1
H 0.849 3.485 4.558 -0.3 0.1 -0.4
H 2.089 2.898 0.988 0.1 0.1 0.4
H 2.562 2.514 2.675 -0.2 0.4 -0.4
H 2.298 4.221 2.179 -0.1 -0.5 -0.1
C 0.741 -0.915 3.756 1.6 2.0 0.9
C -0.288 0.751 5.165 0.1 0.2 0.5
H 1.521 1.017 3.999 0.8 0.8 0.2
H -1.236 0.173 5.116 0.6 0.4 -0.1
H -0.505 1.792 5.366 -0.3 0.2 0.3
H 0.297 0.348 6.025 -0.4 0.3 -0.6
H -0.280 -1.358 3.775 1.1 0.2 -0.1
H 1.418 -1.383 4.555 -1.2 0.9 -0.7
H 1.426 -0.982 2.846 -0.9 -0.1 1.3
C 2.200 0.159 0.401 0.8 0.5 -0.2
H 2.632 1.027 -0.149 -0.2 -0.5 0.3
H 2.521 0.309 1.467 -0.5 0.0 -0.8
H 2.846 -0.715 0.116 -0.7 0.6 0.0
S 0.871 -3.543 3.156 -0.5 1.1 -2.3
C 0.567 -2.311 2.112 -3.6 2.4 -4.3
N 0.108 -1.446 1.153 1.3 -5.0 5.2

=====

Entry 2:
87
Properties=species:S:1:pos:R:3:forces:R:3 method="wB97M-V/def2-TZVPD" s_squared=3.755 charge=-1 e_homo_ev="-2.84 / -2.87" lumo_ha="0.086 / 0.086" e_above_lowest_ev=2.107 multiplicity=4 homo_lumo_gap_ev="5.181 / 5.213"
Nd -0.458 -0.963 0.473 -1.9 0.9 -0.1
P -1.576 1.639 -0.735 0.5 -0.1 1.0
Cl -0.298 -0.302 2.987 -0.2 0.2 0.6
C 0.699 -2.874 0.649 1.5 -1.5 0.9
H 0.802 -3.328 1.760 0.0 1.1 -2.5
H 0.891 -3.741 -0.084 -0.2 1.4 1.0
C -1.356 3.169 0.368 0.1 -0.7 -1.0
C -3.373 1.150 -0.745 0.2 1.0 -0.5
C -1.917 2.919 1.779 0.0 -0.1 -0.3
H -0.249 3.244 0.440 -0.4 -0.1 0.1
C -1.544 4.084 2.687 0.1 -0.1 0.0
H -3.013 2.824 1.717 0.2 0.1 0.1
H -1.542 1.970 2.200 0.0 0.3 -0.2
C -1.958 5.436 2.110 0.0 0.0 -0.1
H -1.999 3.929 3.667 0.0 0.1 0.1
H -0.459 4.070 2.843 0.0 0.0 0.0
C -1.512 5.640 0.663 0.1 0.0 -0.3
H -3.045 5.532 2.165 -0.1 0.0 0.0
H -1.536 6.236 2.721 -0.1 0.1 0.1
C -1.874 4.472 -0.249 -0.2 -0.1 0.2
H -1.952 6.545 0.238 0.0 0.2 0.2
H -0.423 5.769 0.628 0.0 0.0 0.1
H -2.968 4.400 -0.365 0.3 0.2 0.1
H -1.454 4.636 -1.256 -0.1 0.0 0.5
C -1.006 2.051 -2.460 -0.5 -0.2 0.3
C -4.370 2.318 -0.841 -0.5 -0.2 -0.3
H -3.444 0.571 -1.682 -0.1 -0.1 0.2
C -5.777 1.761 -1.114 0.1 0.0 -0.1
H -4.372 2.876 0.105 0.0 -0.1 -0.1
H -4.115 3.034 -1.638 0.0 -0.3 0.3
C -6.210 0.720 -0.074 -0.1 0.3 0.2
H -6.494 2.594 -1.152 0.0 -0.2 0.0
H -5.776 1.294 -2.113 0.0 0.1 0.2
C -5.147 -0.338 0.237 0.0 0.1 -0.1
H -6.482 1.243 0.856 0.1 -0.1 -0.1
H -7.116 0.226 -0.433 0.0 0.0 0.1
C -3.753 0.250 0.433 0.2 -0.1 0.4
H -5.423 -0.898 1.132 0.0 0.0 0.0
H -5.107 -1.064 -0.576 0.0 -0.1 -0.1
H -3.722 0.819 1.374 0.0 0.0 -0.2
H -3.064 -0.604 0.569 -0.3 0.3 -0.2
C 0.352 2.782 -2.431 -0.2 0.0 0.2
H -0.849 1.042 -2.895 0.0 0.4 0.1
C 0.846 3.099 -3.840 -0.2 -0.2 -0.2
H 0.255 3.709 -1.848 0.0 -0.1 -0.2
H 1.100 2.169 -1.910 -0.2 0.0 -0.1
C -0.217 3.769 -4.724 -0.1 0.1 0.1
H 1.733 3.736 -3.774 0.0 -0.1 -0.1
H 1.163 2.160 -4.313 0.0 0.1 0.0
C -1.569 3.044 -4.711 0.0 -0.2 0.2
H -0.364 4.807 -4.394 0.0 -0.1 0.0
H 0.144 3.812 -5.756 0.0 0.1 0.1
C -2.075 2.760 -3.291 0.2 0.4 -0.3
H -2.331 3.626 -5.243 0.2 -0.1 -0.1
H -1.476 2.079 -5.229 0.0 0.1 0.0
H -2.357 3.708 -2.805 0.1 -0.3 -0.2
H -2.985 2.145 -3.354 0.2 0.2 0.1
C 1.810 0.077 0.127 -5.8 -3.4 -1.4
C 1.826 -1.666 0.463 2.9 -0.8 1.0
H 0.892 0.783 -0.036 1.6 -1.4 0.5
C 2.971 -2.246 -0.482 -1.1 0.9 0.8
H 2.199 -1.604 1.516 0.3 0.0 -0.8
C 4.279 -1.536 -0.238 0.3 -0.5 0.2
H 3.121 -3.331 -0.449 -0.3 0.1 0.5
H 2.612 -2.007 -1.473 0.0 0.0 -0.6
C 4.186 -0.060 -0.486 0.3 0.8 -0.7
H 4.592 -1.694 0.804 -0.1 -0.1 -0.1
H 5.036 -2.015 -0.867 0.2 0.2 0.0
C 3.078 0.606 0.333 2.6 0.6 0.1
H 5.152 0.416 -0.306 0.2 0.1 0.3
H 3.979 0.126 -1.545 -0.2 -0.1 -0.1
H 3.387 0.528 1.366 0.4 0.0 1.1
H 3.017 1.658 0.130 0.3 0.8 -0.2
Cl -5.036 -4.029 -0.838 -0.6 -0.3 -0.9
C -4.291 -4.007 0.699 0.9 0.8 0.9
C -4.941 -4.591 1.752 0.0 -0.2 2.1
C -4.399 -4.518 3.075 0.8 0.9 -2.3
C -3.186 -3.803 3.240 -1.0 -1.0 1.2
C -2.540 -3.237 2.175 0.7 0.4 -1.1
C -3.039 -3.337 0.844 -0.4 -0.4 0.0
C -2.349 -2.803 -0.306 0.9 1.4 0.1
H -5.885 -5.108 1.592 0.1 0.1 0.0
H -4.902 -4.980 3.888 -0.3 -0.3 0.6
H -2.764 -3.733 4.258 -0.2 0.1 -0.6
H -1.592 -2.673 2.330 -0.8 -0.6 0.0
H -1.427 -3.304 -0.602 -0.2 -0.1 0.0
H -2.948 -2.400 -1.115 -0.2 -0.6 -0.3

=====

Entry 3:
11
Properties=species:S:1:pos:R:3:forces:R:3 method="wB97M-V/def2-TZVPD" e_homo_ev=-9.92 lumo_ha=-0.035 e_above_lowest_ev=6.420 multiplicity=1 homo_lumo_gap_ev=8.976
N 1.049 0.614 1.597 0.1 0.2 -0.1
C 1.083 -0.045 0.426 -0.3 -0.3 -0.3
C 1.279 -0.690 -0.600 -0.4 0.1 0.4
O -1.038 0.602 -2.093 -0.2 0.0 0.4
C -1.507 0.217 -1.052 -0.2 0.1 -0.5
O -2.617 0.062 -0.492 0.1 0.0 -0.2
N -0.801 -0.344 0.097 0.7 -0.4 -0.1
H 0.200 1.156 1.700 0.1 -0.1 0.1
H 1.893 1.071 1.915 0.0 -0.1 -0.2
H 1.323 -1.280 -1.492 0.2 0.2 0.1
H -0.863 -1.363 -0.007 -0.1 0.1 0.3

=====

Entry 4:
79
Properties=species:S:1:pos:R:3:forces:R:3 method="wB97M-V/def2-TZVPD" charge=+1 e_homo_ev=-10.51 lumo_ha=-0.184 multiplicity=1 homo_lumo_gap_ev=5.500
F -5.379 -4.181 1.075 0.4 0.9 -0.3
C -4.856 -2.986 0.741 -0.1 -0.3 0.1
C -4.950 -2.511 -0.569 -0.2 -0.1 -0.3
F -5.622 -3.218 -1.498 0.5 0.5 0.7
C -4.364 -1.289 -0.895 -0.2 0.1 -0.4
F -4.561 -0.823 -2.154 0.3 -0.4 0.8
C -3.664 -0.512 0.032 -0.2 -0.4 0.2
Si -2.790 1.096 -0.377 0.7 -0.2 0.2
C -2.543 1.308 -2.225 -0.2 0.0 -0.6
C -3.050 2.342 -3.025 -0.4 0.3 0.2
F -3.935 3.236 -2.510 0.8 -0.5 -0.3
C -2.767 2.463 -4.385 -0.2 0.3 -0.2
F -3.326 3.447 -5.113 0.4 -0.6 0.5
C -1.925 1.542 -5.007 0.1 0.0 -0.3
F -1.630 1.653 -6.315 -0.2 -0.1 1.1
C -1.445 0.469 -4.261 0.2 -0.3 0.0
F -0.646 -0.461 -4.824 -0.6 0.5 0.2
C -1.844 0.329 -2.933 -0.1 -0.6 -0.1
F -1.678 -0.896 -2.365 0.2 0.8 -0.3
C -3.926 2.482 0.258 0.3 0.6 0.3
C -5.317 2.345 0.307 -0.3 -0.3 -0.3
F -5.897 1.200 -0.137 0.3 0.6 0.4
C -6.189 3.367 0.686 -0.3 -0.1 0.0
F -7.522 3.165 0.685 1.0 0.1 0.0
C -5.675 4.616 1.028 -0.1 0.3 0.1
F -6.496 5.625 1.374 0.8 -0.9 -0.3
C -4.292 4.812 0.971 0.3 0.4 0.0
F -3.779 6.027 1.249 -0.3 -0.8 -0.2
C -3.458 3.762 0.585 0.2 0.1 -0.2
F -2.131 4.022 0.436 -0.8 -0.2 0.2
O -1.193 0.913 0.320 -2.5 -0.5 0.3
C 0.018 0.958 -0.174 2.5 3.0 0.0
C 0.999 1.930 -0.018 -2.9 -0.8 0.9
C 1.744 1.927 -1.292 1.4 0.0 -1.1
C 1.564 0.488 -1.773 0.6 0.1 0.5
O 0.362 0.042 -1.086 -0.4 -1.2 -1.5
C -3.681 -0.976 1.346 0.1 0.2 0.2
F -3.176 -0.182 2.328 -0.1 -0.6 -0.6
C -4.226 -2.205 1.708 0.0 0.1 0.4
F -4.153 -2.624 2.991 -0.1 0.2 -0.8
H 0.939 2.689 0.783 0.0 -0.3 -1.0
H 1.431 2.642 -2.084 0.0 0.0 0.8
H 2.804 2.038 -1.106 0.5 0.5 -0.3
H 1.510 0.261 -2.859 -0.4 0.4 0.7
H 2.471 -0.027 -1.383 -1.2 0.2 -0.5
C -1.101 -4.644 3.009 -0.5 -0.2 0.4
C -0.884 -4.139 1.583 0.1 -0.1 -0.5
C 0.273 -3.200 1.748 0.5 0.5 0.8
C 0.731 -3.314 3.096 0.0 -0.8 0.0
O 0.007 -4.174 3.859 0.4 1.1 -1.6
C 1.904 -2.685 3.552 -0.2 0.2 0.0
C 2.568 -1.866 2.660 -0.3 0.2 0.2
C 2.103 -1.667 1.325 -0.9 0.4 0.2
C 2.862 -0.969 0.366 2.2 -2.4 1.0
C 4.138 -0.357 0.622 -0.3 0.8 -0.3
C 5.116 -0.536 -0.390 0.6 0.5 -0.4
C 6.402 -0.060 -0.231 -0.4 0.7 0.8
C 6.742 0.642 0.954 0.3 -0.4 0.0
O 8.023 1.114 0.985 -1.6 -0.8 -0.7
C 8.604 0.810 -0.338 0.3 0.3 0.2
C 7.604 -0.055 -1.115 0.3 -0.5 -0.4
C 5.809 0.802 1.994 0.2 0.5 -0.1
C 4.499 0.397 1.783 0.0 -0.3 0.0
C 0.913 -2.336 0.890 -0.5 -0.5 0.5
H -2.038 -4.241 3.410 0.3 -0.2 0.2
H -1.096 -5.731 3.081 -0.1 0.1 0.1
H -0.608 -4.957 0.905 0.0 0.1 0.1
H -1.773 -3.669 1.148 0.1 0.0 0.2
H 2.246 -2.832 4.580 -0.1 0.0 -0.5
H 3.479 -1.349 2.962 -0.3 -0.5 0.0
H 2.816 -1.496 -0.602 -0.4 0.8 0.3
H 4.841 -0.990 -1.342 0.0 -0.1 0.3
H 8.783 1.760 -0.856 0.0 -0.2 0.3
H 9.551 0.302 -0.149 -0.1 0.2 0.0
H 7.988 -1.074 -1.238 0.0 0.1 0.0
H 7.427 0.349 -2.118 -0.1 -0.1 0.2
H 6.140 1.313 2.900 -0.4 0.0 -0.3
H 3.725 0.676 2.509 0.4 -0.2 -0.3
H 0.449 -2.127 -0.076 0.5 -0.1 0.0